*i*
Below is one molecule with the formula C5H12O2, with properties calculated with wB97M-V/def2-TZVPD.

Results
**LUMO energy**: 0.960 eV
**SMILES**: COC[C@@H](C)CO
**Frontier orbital gap**: 10.83 eV

Bonds (Å) are listed after each position.
CARTESIAN COORDINATES (ANGSTROEM)
1 C -0.438 -2.599 0.874  O2 1.406, H8 1.100, H9 1.100, H10 1.092
2 O 0.156 -1.582 0.107  C1 1.406, C3 1.416
3 C -0.691 -0.459 -0.055  O2 1.416, C4 1.523, H11 1.104, H12 1.106
4 C 0.042 0.626 -0.832  C3 1.523, C5 1.529, C6 1.533, H13 1.098
5 C -0.881 1.826 -1.040  C4 1.529, H14 1.094, H15 1.098, H16 1.096
6 C 1.318 1.067 -0.106  C4 1.533, O7 1.407, H17 1.097, H18 1.107
7 O 2.342 0.103 -0.098  C6 1.407, H19 0.970
8 H -0.636 -2.264 1.903  C1 1.100
9 H -1.389 -2.924 0.427  C1 1.100
10 H 0.252 -3.445 0.890  C1 1.092
11 H -1.611 -0.765 -0.583  C3 1.104
12 H -0.987 -0.068 0.936  C3 1.106
13 H 0.340 0.203 -1.801  C4 1.098
14 H -0.400 2.573 -1.679  C5 1.094
15 H -1.111 2.315 -0.084  C5 1.098
16 H -1.830 1.540 -1.507  C5 1.096
17 H 1.723 1.956 -0.604  C6 1.097
18 H 1.037 1.375 0.920  C6 1.107
19 H 1.923 -0.734 0.154  O7 0.970


*ii*
Below is a 2-piece molecular cluster, C5H12O2 overall, with properties calculated with wB97M-V/def2-TZVPD.

Results
**LUMO energy (alpha / beta)**: 0.111 / 0.111 eV
**Frontier orbital gap (alpha / beta)**: 7.86 / 7.86 eV

Bonds (Å) are listed after each position.
CARTESIAN COORDINATES (ANGSTROEM)
1 C 1.004 0.888 -0.211  C2 1.502, H9 1.096, H10 1.099
2 C 2.011 -0.197 0.044  C1 1.502, O3 1.433, H11 1.104, H12 1.097
3 O 1.614 -1.441 -0.546  C2 1.433, C4 1.387
4 C 0.327 -1.775 -0.152  O3 1.387, C5 1.492, H13 1.102, H14 1.104
5 C -0.727 -0.822 -0.604  C4 1.492, H15 1.085, H16 1.087
6 O -1.401 0.556 0.790  C7 1.413, H8 1.065
7 C -2.299 1.477 0.206  O6 1.413, H17 1.097, H18 1.101, H19 1.097
8 H -0.408 0.803 0.498  O6 1.065
9 H 1.007 1.222 -1.255  C1 1.096
10 H 1.215 1.755 0.431  C1 1.099
11 H 2.141 -0.348 1.130  C2 1.104
12 H 3.001 -0.003 -0.386  C2 1.097
13 H 0.099 -2.742 -0.628  C4 1.102
14 H 0.241 -1.922 0.939  C4 1.104
15 H -0.594 -0.380 -1.586  C5 1.085
16 H -1.738 -1.171 -0.409  C5 1.087
17 H -3.214 0.952 -0.092  C7 1.097
18 H -1.854 1.953 -0.682  C7 1.101
19 H -2.573 2.259 0.925  C7 1.097


It is *i* that is most stable; the runner-up trails by 4.775 eV.


*i*
Below is a 2-piece molecular cluster, C5H12O2 overall, with properties calculated with wB97M-V/def2-TZVPD.

Results
**LUMO energy (alpha / beta)**: -1.268 / 0.658 eV
**Frontier orbital gap (alpha / beta)**: 5.68 / 10.76 eV

Bonds (Å) are listed after each position.
CARTESIAN COORDINATES (ANGSTROEM)
1 C -1.920 0.271 1.333  C2 1.490, H8 1.091, H9 1.085, H10 1.108
2 C -0.787 0.667 0.450  C1 1.490, C3 1.490, H11 1.092
3 C 0.585 0.153 0.721  C2 1.490, O4 1.406, C5 1.528, H13 1.115
4 O 0.473 -1.220 1.004  C3 1.406, H14 0.964
5 C 1.555 0.507 -0.405  C3 1.528, C6 1.531, H15 1.097, H16 1.098
6 C 1.177 -0.340 -1.623  C5 1.531, O7 1.402, H17 1.099, H18 1.099
7 O -0.211 -0.172 -1.731  C6 1.402, H19 1.038
8 H -2.840 0.785 1.049  C1 1.091
9 H -2.066 -0.804 1.312  C1 1.085
10 H -1.671 0.565 2.372  C1 1.108
11 H -0.792 1.701 0.097  C2 1.092
12 H -2.223 -1.182 -1.262  no bonds
13 H 0.909 0.710 1.630  C3 1.115
14 H 1.353 -1.601 1.105  O4 0.964
15 H 2.606 0.399 -0.108  C5 1.097
16 H 1.398 1.565 -0.654  C5 1.098
17 H 1.510 -1.378 -1.485  C6 1.099
18 H 1.670 0.052 -2.523  C6 1.099
19 H -0.860 -0.958 -1.540  O7 1.038


*ii*
Below is one molecule with the formula C5H12O2, with properties calculated with wB97M-V/def2-TZVPD.

Results
**LUMO energy**: 1.101 eV
**SMILES**: CCOCCOC
**Frontier orbital gap**: 10.80 eV

Bonds (Å) are listed after each position.
CARTESIAN COORDINATES (ANGSTROEM)
1 C -2.791 0.289 1.407  C2 1.520, H8 1.096, H9 1.095, H10 1.096
2 C -1.353 0.334 1.899  C1 1.520, O3 1.412, H11 1.101, H12 1.099
3 O -0.550 0.808 0.840  C2 1.412, C4 1.404
4 C 0.672 0.150 0.630  O3 1.404, C5 1.517, H13 1.100, H14 1.100
5 C 0.939 0.195 -0.863  C4 1.517, O6 1.405, H15 1.102, H16 1.103
6 O 2.026 -0.653 -1.132  C5 1.405, C7 1.403
7 C 2.305 -0.748 -2.504  O6 1.403, H17 1.101, H18 1.102, H19 1.092
8 H -2.851 -0.357 0.523  C1 1.096
9 H -3.130 1.290 1.120  C1 1.095
10 H -3.468 -0.108 2.172  C1 1.096
11 H -1.017 -0.666 2.213  C2 1.101
12 H -1.250 1.003 2.764  C2 1.099
13 H 1.493 0.628 1.183  C4 1.100
14 H 0.626 -0.905 0.941  C4 1.100
15 H 0.030 -0.139 -1.388  C5 1.102
16 H 1.147 1.229 -1.186  C5 1.103
17 H 2.584 0.226 -2.935  C7 1.101
18 H 1.444 -1.139 -3.069  C7 1.102
19 H 3.143 -1.439 -2.617  C7 1.092


*iii*
Below is a 3-piece molecular cluster, C5H12O2 overall, with properties calculated with wB97M-V/def2-TZVPD.

Results
**LUMO energy**: 0.488 eV
**SMILES**: C=C/C=C/C.O.O
**Frontier orbital gap**: 9.25 eV

Bonds (Å) are listed after each position.
CARTESIAN COORDINATES (ANGSTROEM)
1 C -0.146 -1.828 1.769  C2 1.325, H6 1.076, H7 1.083
2 C 0.881 -0.996 1.677  C1 1.325, C3 1.493, H8 1.079
3 C 0.780 0.345 1.029  C2 1.493, C4 1.332, H9 1.084
4 C -0.325 0.942 0.583  C3 1.332, C5 1.503, H10 1.084
5 C -0.296 2.206 -0.228  C4 1.503, H11 1.082, H12 1.081, H13 1.090
6 H -0.068 -2.876 2.002  C1 1.076
7 H -1.149 -1.517 1.504  C1 1.083
8 H 1.832 -1.098 2.177  C2 1.079
9 H 1.735 0.810 0.812  C3 1.084
10 H -1.289 0.581 0.922  C4 1.084
11 H 0.296 2.153 -1.133  C5 1.082
12 H -1.292 2.546 -0.474  C5 1.081
13 H 0.169 2.994 0.364  C5 1.090
14 O -1.234 -1.149 -1.681  H15 0.965, H16 0.956
15 H -1.381 -0.456 -1.026  O14 0.965
16 H -2.022 -1.646 -1.896  O14 0.956
17 O 1.579 -0.284 -2.141  H18 0.964, H19 0.967
18 H 0.903 0.044 -2.745  O17 0.964
19 H 1.026 -0.772 -1.515  O17 0.967


*iv*
Below is one molecule with the formula C5H12O2, with properties calculated with wB97M-V/def2-TZVPD.

Results
**LUMO energy**: 0.379 eV
**Frontier orbital gap**: 8.14 eV

Bonds (Å) are listed after each position.
CARTESIAN COORDINATES (ANGSTROEM)
1 C -0.351 2.614 1.086  C2 1.529, H8 1.094, H9 1.097, H10 1.096
2 C 0.044 1.140 0.996  C1 1.529, C3 1.532, H11 1.099, H12 1.100
3 C -0.883 0.351 0.065  C2 1.532, O4 1.422, C5 1.498, H13 1.114
4 O -0.816 0.977 -1.211  C3 1.422, H14 0.967
5 C -0.773 -1.137 -0.061  C3 1.498, O7 1.740, H15 1.107
6 C 0.995 -2.540 -1.319  O7 1.436, H16 1.094, H17 1.093, H18 1.088
7 O 0.897 -1.369 -0.492  C5 1.740, C6 1.436, H19 0.969
8 H -0.336 3.066 0.090  C1 1.094
9 H -1.369 2.719 1.484  C1 1.097
10 H 0.323 3.179 1.739  C1 1.096
11 H 1.072 1.058 0.617  C2 1.099
12 H 0.016 0.683 1.996  C2 1.100
13 H -1.910 0.440 0.486  C3 1.114
14 H -1.019 0.262 -1.829  O4 0.967
15 H -0.712 -1.563 0.959  C5 1.107
16 H 2.031 -2.658 -1.648  C6 1.094
17 H 0.645 -3.423 -0.778  C6 1.093
18 H 0.332 -2.358 -2.162  C6 1.088
19 H 1.488 -1.452 0.271  O7 0.969


It is *ii* that is most stable; the runner-up trails by 0.452 eV.


*i*
Below is a 2-piece molecular cluster, C5H12O2 overall, with properties calculated with wB97M-V/def2-TZVPD.

Results
**LUMO energy**: 0.672 eV
**SMILES**: CCCCC=O.O
**Frontier orbital gap**: 10.42 eV

Bonds (Å) are listed after each position.
CARTESIAN COORDINATES (ANGSTROEM)
1 C 1.883 -1.066 -0.858  C2 1.557, H7 1.130, H8 1.005, H9 1.234
2 C 1.012 -1.248 0.419  C1 1.557, C3 1.491, H10 1.141, H11 1.129
3 C -0.336 -0.637 0.238  C2 1.491, C4 1.663, H12 1.136, H13 1.160
4 C -0.254 0.993 -0.084  C3 1.663, C5 1.529, H14 1.219, H15 1.074
5 C 0.501 1.849 0.934  C4 1.529, O6 1.244, H16 1.187
6 O 0.897 1.331 1.994  C5 1.244
7 H 1.235 -0.938 -1.775  C1 1.130
8 H 2.529 -0.312 -0.699  C1 1.005
9 H 2.484 -2.122 -1.073  C1 1.234
10 H 1.458 -0.877 1.401  C2 1.141
11 H 0.771 -2.330 0.637  C2 1.129
12 H -0.723 -0.644 1.306  C3 1.136
13 H -1.111 -1.076 -0.504  C3 1.160
14 H -1.375 1.443 0.078  C4 1.219
15 H -0.060 1.077 -1.137  C4 1.074
16 H 0.618 2.999 0.664  C5 1.187
17 O -2.976 -0.607 -1.842  H18 0.978, H19 0.932
18 H -3.223 -1.012 -2.698  O17 0.978
19 H -2.802 -1.349 -1.306  O17 0.932


*ii*
Below is a 3-piece molecular cluster, C5H12O2 overall, with properties calculated with wB97M-V/def2-TZVPD.

Results
**LUMO energy**: 0.441 eV
**SMILES**: C=CC(=C)C.O.O
**Frontier orbital gap**: 8.51 eV

Bonds (Å) are listed after each position.
CARTESIAN COORDINATES (ANGSTROEM)
1 C 0.693 -0.084 -1.235  C2 1.345, H6 1.082, H7 1.092
2 C 0.227 -1.309 -0.937  C1 1.345, C3 1.470, H8 1.086
3 C -1.187 -1.700 -1.029  C2 1.470, C4 1.339, C5 1.532
4 C -2.120 -0.774 -1.282  C3 1.339, H9 1.087, H10 1.080
5 C -1.465 -3.055 -0.369  C3 1.532, H11 1.094, H12 1.085, H13 1.083
6 H 1.485 0.509 -0.796  C1 1.082
7 H 0.198 0.547 -1.976  C1 1.092
8 H 0.956 -2.115 -0.945  C2 1.086
9 H -3.136 -1.056 -1.547  C4 1.087
10 H -1.916 0.287 -1.265  C4 1.080
11 H -2.156 -3.612 -1.008  C5 1.094
12 H -2.032 -2.866 0.536  C5 1.085
13 H -0.533 -3.564 -0.161  C5 1.083
14 O 0.000 4.556 4.292  H15 0.962, H16 0.964
15 H 0.923 4.801 4.414  O14 0.962
16 H 0.016 4.043 3.476  O14 0.964
17 O 3.111 1.591 0.211  H18 0.965, H19 0.965
18 H 3.446 2.495 0.250  O17 0.965
19 H 3.489 1.306 -0.630  O17 0.965


It is *i* that is most stable; the runner-up trails by 0.825 eV.


*i*
Below is a 2-piece molecular cluster, C5H12O2 overall, with properties calculated with wB97M-V/def2-TZVPD.

Results
**LUMO energy**: 0.842 eV
**SMILES**: C=C(C)O.COC
**Frontier orbital gap**: 7.99 eV

Bonds (Å) are listed after each position.
CARTESIAN COORDINATES (ANGSTROEM)
1 C -1.022 -1.082 0.303  C2 1.375, H5 1.084, H6 1.081
2 C -1.450 0.219 0.184  C1 1.375, C3 1.487, O4 1.383
3 C -1.512 1.203 1.297  C2 1.487, H7 1.092, H8 1.095, H9 1.090
4 O -1.917 0.712 -1.021  C2 1.383, H10 0.964
5 H -1.275 -1.807 -0.462  C1 1.084
6 H -0.916 -1.497 1.295  C1 1.081
7 H -2.463 1.118 1.827  C3 1.092
8 H -1.366 2.233 0.954  C3 1.095
9 H -0.712 1.005 2.011  C3 1.090
10 H -1.765 0.066 -1.720  O4 0.964
11 C 1.163 1.148 -0.433  O12 1.749, H14 1.086, H15 1.083, H16 1.087
12 O 1.025 -0.570 -0.138  C11 1.749, C13 1.421
13 C 1.938 -1.573 -0.564  O12 1.421, H17 1.094, H18 1.096, H19 1.094
14 H 0.395 1.509 -1.111  C11 1.086
15 H 1.202 1.652 0.524  C11 1.083
16 H 2.136 1.151 -0.918  C11 1.087
17 H 2.213 -2.181 0.303  C13 1.094
18 H 1.477 -2.174 -1.356  C13 1.096
19 H 2.849 -1.129 -0.975  C13 1.094


*ii*
Below is a 2-piece molecular cluster, C5H12O2 overall, with properties calculated with wB97M-V/def2-TZVPD.

Results
**LUMO energy**: 0.725 eV
**SMILES**: C=C(O)O.CCC
**Frontier orbital gap**: 9.42 eV

Bonds (Å) are listed after each position.
CARTESIAN COORDINATES (ANGSTROEM)
1 C 2.475 -0.556 0.303  C2 1.326, H5 1.071, H6 1.073
2 C 2.099 0.034 -0.823  C1 1.326, O3 1.347, O4 1.365
3 O 2.416 -0.436 -2.045  C2 1.347, H7 0.966
4 O 1.353 1.175 -0.896  C2 1.365, H8 0.965
5 H 3.060 -1.452 0.273  C1 1.071
6 H 2.219 -0.148 1.262  C1 1.073
7 H 2.024 0.151 -2.704  O3 0.966
8 H 1.117 1.468 -0.007  O4 0.965
9 C -1.764 -0.489 -0.748  C10 1.525, H12 1.088, H13 1.086, H14 1.085
10 C -1.297 -0.532 0.703  C9 1.525, C11 1.525, H15 1.092, H16 1.092
11 C -1.446 0.827 1.379  C10 1.525, H17 1.093, H18 1.084, H19 1.089
12 H -1.692 -1.475 -1.201  C9 1.088
13 H -1.152 0.199 -1.323  C9 1.086
14 H -2.796 -0.160 -0.809  C9 1.085
15 H -1.882 -1.271 1.254  C10 1.092
16 H -0.252 -0.850 0.735  C10 1.092
17 H -2.502 1.098 1.458  C11 1.093
18 H -0.955 1.605 0.804  C11 1.084
19 H -1.027 0.812 2.384  C11 1.089


*iii*
Below is one molecule with the formula C5H12O2, with properties calculated with wB97M-V/def2-TZVPD.

Results
**LUMO energy**: 0.764 eV
**SMILES**: CC[C@@H](O)CCO
**Frontier orbital gap**: 10.76 eV

Bonds (Å) are listed after each position.
CARTESIAN COORDINATES (ANGSTROEM)
1 C 2.610 -0.472 0.566  C2 1.526, H8 1.095, H9 1.094, H10 1.097
2 C 1.556 0.048 -0.407  C1 1.526, C3 1.525, H11 1.098, H12 1.098
3 C 0.133 -0.098 0.121  C2 1.525, O4 1.412, C5 1.533, H13 1.109
4 O 0.051 0.647 1.318  C3 1.412, H14 0.972
5 C -0.895 0.393 -0.905  C3 1.533, C6 1.547, H15 1.098, H16 1.097
6 C -2.369 0.250 -0.460  C5 1.547, O7 1.432, H17 1.097, H18 1.093
7 O -2.547 -0.010 0.937  C6 1.432, H19 0.965
8 H 3.619 -0.324 0.166  C1 1.095
9 H 2.536 0.050 1.525  C1 1.094
10 H 2.478 -1.544 0.753  C1 1.097
11 H 1.634 -0.479 -1.367  C2 1.098
12 H 1.729 1.113 -0.608  C2 1.098
13 H -0.052 -1.173 0.325  C3 1.109
14 H -0.885 0.615 1.578  O4 0.972
15 H -0.751 -0.157 -1.845  C5 1.098
16 H -0.668 1.446 -1.112  C5 1.097
17 H -2.873 -0.536 -1.037  C6 1.097
18 H -2.911 1.182 -0.641  C6 1.093
19 H -2.395 -0.950 1.092  O7 0.965


*iv*
Below is a 2-piece molecular cluster, C5H12O2 overall, with properties calculated with wB97M-V/def2-TZVPD.

Results
**LUMO energy**: 0.720 eV
**SMILES**: CC/C=C/CO.O
**Frontier orbital gap**: 9.86 eV

Bonds (Å) are listed after each position.
CARTESIAN COORDINATES (ANGSTROEM)
1 C 0.430 0.134 -2.960  C2 1.548, H7 1.060, H8 1.042, H9 1.138
2 C 1.013 0.733 -1.657  C1 1.548, C3 1.469, H10 1.134, H11 1.094
3 C -0.010 1.065 -0.658  C2 1.469, C4 1.328, H12 1.081
4 C -0.269 0.521 0.527  C3 1.328, C5 1.581, H13 1.089
5 C -1.492 1.046 1.379  C4 1.581, O6 1.396, H14 1.104, H15 1.131
6 O -1.962 0.236 2.415  C5 1.396, H16 0.898
7 H 1.063 -0.180 -3.750  C1 1.060
8 H -0.269 0.784 -3.378  C1 1.042
9 H -0.122 -0.831 -2.715  C1 1.138
10 H 1.645 1.656 -1.842  C2 1.134
11 H 1.746 0.066 -1.194  C2 1.094
12 H -0.753 1.765 -1.014  C3 1.081
13 H 0.205 -0.389 0.891  C4 1.089
14 H -2.158 1.323 0.543  C5 1.104
15 H -0.979 1.933 1.858  C5 1.131
16 H -2.577 -0.291 2.026  O6 0.898
17 O 1.945 -2.868 0.830  H18 0.998, H19 1.049
18 H 2.904 -2.891 1.107  O17 0.998
19 H 1.398 -2.875 1.725  O17 1.049


It is *iii* that is most stable; the runner-up trails by 0.350 eV.